No. 1
Computed, not measured: a single C7H7NO2S molecule, with ωB97M-V/def2-TZVPD.

Summary:
E_HOMO ... -8.98 eV
HOMO-LUMO gap ... 9.311 eV
Total charge ... 0
Energy above the lowest of the compared OMol25 structures with the same formula, charge and spin ... 42.9 kcal per mole

XYZ file:
```
18
Properties=species:S:1:pos:R:3:forces:R:3:nbo_charge:R:1
C -2.233489 1.521681 1.968470 -0.94 2.04 1.35 0.27
C -1.915362 1.515407 -0.449040 1.59 0.20 1.08 -0.33
C -0.556765 0.098863 1.076855 2.31 -1.55 -4.20 -0.11
C -1.160617 1.207914 -1.515852 -2.37 0.61 -0.99 0.20
C -1.477249 1.018851 0.905359 -0.79 -0.70 -2.08 -0.21
C 0.281593 -0.508180 -0.432389 -2.08 3.49 4.07 0.41
C 2.896916 -1.572799 0.003464 -0.06 0.52 1.65 -0.77
N -2.832209 2.235417 2.653062 0.19 -0.87 -0.04 -0.29
O -0.299140 0.196596 -1.596621 1.91 -1.54 0.77 -0.53
O 0.050870 -1.842313 -0.457540 -1.09 1.43 2.86 -0.68
S 2.068390 -0.006983 -0.315337 -0.73 0.32 -0.40 0.18
H -2.659772 2.298820 -0.419452 0.13 -0.02 -0.44 0.24
H -0.231292 -0.330119 1.990391 0.29 -0.28 0.58 0.22
H -1.379876 1.647845 -2.542809 0.47 -0.63 1.50 0.21
H 3.734601 -1.322074 0.703257 -0.34 -0.21 -1.02 0.24
H 3.213207 -2.008881 -0.942908 -0.03 -0.45 0.50 0.23
H 2.206839 -2.124437 0.674572 0.47 -0.33 -0.98 0.25
H 0.293356 -2.025607 -1.303483 1.06 -2.00 -4.20 0.48
```
Forces are in eV/Å.

***

No. 2
Computed, not measured: a single C7H7NO3 molecule, with ωB97M-V/def2-TZVPD.

Summary:
E_HOMO ... -8.78 eV
HOMO-LUMO gap ... 9.180 eV
Total charge ... 0
Energy above the lowest of the compared OMol25 structures with the same formula, charge and spin ... 69.1 kcal per mole

XYZ file:
```
18
Properties=species:S:1:pos:R:3:forces:R:3:nbo_charge:R:1
C 0.076048 1.100401 0.819845 -3.46 1.13 -2.62 0.01
C 1.347844 0.740278 0.704340 5.90 3.66 3.75 -0.18
C 1.900139 -0.348769 0.129933 1.22 -2.69 -2.43 -0.27
C 0.972017 -1.159476 -0.650976 -0.17 4.18 3.28 -0.15
C -0.411664 -0.809004 -0.707381 1.12 0.01 0.17 -0.26
C -1.366046 -1.653107 -1.518153 -1.67 2.90 0.29 0.77
C -0.850803 0.341630 -0.006569 0.73 0.04 1.27 0.38
H -0.028553 2.204484 2.574750 -2.29 0.90 -4.32 0.37
H -0.041518 3.241429 1.165354 0.07 -0.90 -0.49 0.39
H 2.257204 1.482217 1.295047 -3.03 -2.01 -1.63 0.19
H 3.122041 -0.502676 0.183915 -3.70 0.12 -0.32 0.24
H 1.390754 -1.977404 -1.063449 0.90 -2.71 -1.77 0.20
H -0.213623 -3.162779 -1.241003 1.06 -0.01 0.82 0.49
H -2.127479 1.577906 0.569868 -0.10 -1.95 -1.05 0.51
N -0.498352 2.348130 1.403243 2.70 -1.98 5.07 -0.86
O -0.964278 -2.872282 -1.722924 -1.02 -2.00 -1.54 -0.66
O -2.433111 -1.245991 -1.960155 1.85 -0.80 0.61 -0.55
O -2.130621 0.695013 0.024314 -0.13 2.12 0.91 -0.63
```
Forces are in eV/Å.

***

No. 3
Computed, not measured: a single C7H7NO3 molecule, with ωB97M-V/def2-TZVPD.

Summary:
E_HOMO (alpha / beta) ... -8.33 / -8.33 eV
HOMO-LUMO gap (alpha / beta) ... 7.331 / 7.329 eV
Total charge ... 0
Energy above the lowest of the compared OMol25 structures with the same formula, charge and spin ... 149.4 kcal per mole

XYZ file:
```
18
Properties=species:S:1:pos:R:3:forces:R:3:nbo_charge:R:1
C -1.072431 -0.720130 2.043867 0.15 0.30 -0.60 -0.16
C -1.006641 0.020768 0.902533 -0.57 -0.16 0.71 -0.25
C -0.055401 -1.629087 2.499237 0.52 -0.24 -0.16 -0.30
C 1.054376 -1.783426 1.775588 -1.95 3.25 -3.18 0.20
C 0.091510 -0.011304 -0.024656 -0.47 0.30 -0.02 0.41
C 0.067187 0.830681 -1.282603 2.89 -4.22 4.05 -0.02
C 1.222312 0.785554 -2.226887 -0.15 0.11 -0.10 -0.64
N -1.005776 1.624901 -1.656127 -0.73 0.39 -0.15 0.49
O 1.083852 -0.946081 0.488288 0.09 0.45 -0.65 -0.52
O -1.953778 1.846237 -0.909312 -0.27 0.15 0.05 -0.44
O -0.929992 2.094402 -2.786139 -0.11 0.14 -0.13 -0.41
H -1.951027 -0.619278 2.662360 -0.09 0.04 0.03 0.22
H -1.828199 0.684209 0.675878 0.15 -0.14 0.03 0.27
H -0.201382 -2.181325 3.414081 0.09 -0.06 0.09 0.24
H 1.959486 -2.344037 1.844695 0.22 -0.13 -0.04 0.23
H 2.083817 0.336360 -1.743712 0.06 -0.08 0.08 0.22
H 1.467932 1.796769 -2.554258 0.10 -0.09 0.02 0.24
H 0.974156 0.214787 -3.122832 0.05 -0.01 -0.04 0.23
```
Forces are in eV/Å.